Run a
13
Properties=species:S:1:pos:R:3:mulliken_charge:R:1 method="wB97M-V/def2-TZVPD" multiplicity=1
C -2.1464 -0.0513 -0.5131 -0.72
N -1.2330 -0.0836 0.6048 -0.39
C 0.0658 -0.0166 0.5465 0.59
O 0.5389 -0.0392 1.7474 -0.64
O 0.7972 0.0574 -0.5476 -0.35
C 2.2142 0.0872 -0.3436 -0.63
H -2.7891 0.8348 -0.4632 0.25
H -2.7922 -0.9355 -0.5097 0.25
H -1.5983 -0.0276 -1.4635 0.29
H -0.7445 -0.1049 1.8655 0.57
H 2.4937 0.9563 0.2570 0.29
H 2.6486 0.1464 -1.3415 0.21
H 2.5451 -0.8234 0.1610 0.29


Run b
13
Properties=species:S:1:pos:R:3:mulliken_charge:R:1 method="wB97M-V/def2-TZVPD" multiplicity=1
H 0.8011 1.1597 -1.1745 0.23
N 1.3442 1.2151 -0.3176 -0.83
C 0.9561 0.3872 0.5656 0.59
O 1.6150 0.3456 1.7425 -0.50
C -0.1561 -0.6367 0.5356 -0.14
C -1.0160 -0.6660 -0.7241 -0.80
O -1.8874 0.4400 -0.8437 -0.52
H 2.3222 1.0106 1.6705 0.36
H -0.8043 -0.4718 1.4041 0.27
H 0.2942 -1.6265 0.6860 0.29
H -0.3913 -0.7831 -1.6230 0.36
H -1.6634 -1.5459 -0.6685 0.35
H -1.4143 1.1717 -1.2529 0.34


Run c
13
Properties=species:S:1:pos:R:3:mulliken_charge:R:1 method="wB97M-V/def2-TZVPD" multiplicity=1
C 2.1592 0.2199 -0.2103 -0.63
O 0.8594 -0.4067 -0.3026 -0.35
C -0.0874 0.0708 0.4842 0.65
O 0.1627 0.9532 1.4019 -0.56
C -1.4987 -0.1395 0.3452 -0.67
N -2.1459 -0.5761 -0.8597 -0.55
H 2.7051 -0.0886 -1.1059 0.22
H 2.6754 -0.1260 0.6905 0.28
H 2.0464 1.3081 -0.1715 0.32
H -1.0847 1.0795 1.2266 0.44
H -1.9480 -0.5733 1.2457 0.34
H -1.7496 -0.1162 -1.6749 0.26
H -2.0624 -1.5827 -1.0109 0.25


Short version: run b, run a, run c, most stable first.


Run a
13
Properties=species:S:1:pos:R:3:mulliken_charge:R:1 method="wB97M-V/def2-TZVPD" multiplicity=1
C 2.0164 0.1108 -0.1391 -0.83
N 0.6242 0.4368 -0.3550 -0.27
C -0.3995 0.0134 0.4353 0.64
O -0.1378 -0.1609 1.7598 -0.52
C -1.6568 -0.2263 0.0233 -0.55
O -1.9471 -0.4010 -1.3198 -0.49
H 2.6311 0.9899 -0.3478 0.26
H 2.1841 -0.1714 0.9014 0.33
H 2.3504 -0.7134 -0.7771 0.27
H 0.3212 0.5269 -1.3148 0.26
H -0.9272 -0.6691 1.9900 0.34
H -2.4845 -0.0249 0.6989 0.25
H -2.5743 0.2892 -1.5553 0.32


Run b
13
Properties=species:S:1:pos:R:3:mulliken_charge:R:1 method="wB97M-V/def2-TZVPD" multiplicity=1
H 0.5299 2.6583 -0.4292 0.22
N 0.4466 1.6693 -0.6371 -0.75
C 1.2009 0.9687 0.1168 0.26
O 1.2646 -0.3606 0.1184 -0.35
C 0.1746 -1.0920 -0.4707 -0.50
C -1.0406 -0.9285 0.4383 -0.33
O -1.2214 0.4287 0.7693 -0.60
H 1.8969 1.3683 0.8519 0.39
H 0.5259 -2.1268 -0.5430 0.31
H -0.0278 -0.7102 -1.4760 0.34
H -0.8956 -1.5278 1.3556 0.30
H -1.9215 -1.3472 -0.0724 0.25
H -0.9326 0.9998 -0.0219 0.44


Run c
13
Properties=species:S:1:pos:R:3:mulliken_charge:R:1 method="wB97M-V/def2-TZVPD" multiplicity=1
O -0.7409 1.1370 -2.3969 -0.35
C -0.1696 1.1868 -1.3833 0.59
C 0.4992 1.3343 -0.2534 -0.60
C 1.2987 0.2433 0.3902 -0.43
O 0.5906 -0.3280 1.4918 -0.55
H 0.4127 2.3097 0.2171 0.31
H 1.5462 -0.5323 -0.3463 0.30
H 2.2411 0.6801 0.7492 0.39
H 1.2050 -0.9065 1.9638 0.30
N -1.5795 -1.2242 -0.3528 -0.63
H -0.9458 -1.3977 0.4237 0.22
H -2.1790 -2.0365 -0.4667 0.22
H -2.1785 -0.4661 -0.0364 0.22


Run d
13
Properties=species:S:1:pos:R:3:mulliken_charge:R:1 method="wB97M-V/def2-TZVPD" multiplicity=1
C -1.2756 1.0614 -0.4535 -0.77
C -1.5059 -0.1828 -0.1294 0.66
N -1.8678 -1.3294 0.1629 -0.45
O -0.8175 -2.2162 0.4251 -0.34
H -1.1836 1.8276 0.3100 0.28
H -1.1486 1.3504 -1.4923 0.25
H -1.2879 -3.0338 0.6368 0.36
H 0.9713 2.7288 -0.5756 0.13
H 1.4787 2.2111 -0.4078 -0.12
C 1.6566 -0.6077 0.3806 -0.07
O 2.4412 0.3091 0.3838 -0.44
H 1.3473 -1.1252 -0.5489 0.26
H 1.1918 -0.9933 1.3084 0.25


Short version: run b, run c, run a, run d, most stable first.


Run a
16
Properties=species:S:1:pos:R:3:mulliken_charge:R:1 method="wB97M-V/def2-TZVPD" total_charge=+1 multiplicity=1
C 1.7021 -0.0380 0.1128 -0.01
C 0.7771 0.5509 -0.7183 -0.09
C -2.2174 -0.7998 0.6253 -0.08
C 1.7410 -1.0174 0.9893 -0.20
C -1.3230 1.2292 -1.6419 -1.06
N -1.3239 -0.3734 -0.0470 -0.17
N -0.6065 0.3608 -0.8269 0.22
N 1.6848 -1.2886 2.2517 -0.33
H 2.8013 0.1489 -0.1652 0.28
H 1.0716 1.1682 -1.5624 0.31
H -2.8667 -1.5366 0.9419 0.44
H -2.3956 0.9753 -1.7453 0.38
H -1.2248 2.2008 -1.1401 0.35
H -0.8288 1.0153 -2.5628 0.39
H 1.7194 -2.1748 2.7381 0.27
H 1.2895 -0.4208 2.7506 0.30


Run b
16
Properties=species:S:1:pos:R:3:mulliken_charge:R:1 method="wB97M-V/def2-TZVPD" total_charge=+1 multiplicity=1
C -1.1560 -1.1303 -0.2409 -0.26
C -0.7442 -0.1163 -0.9474 -0.66
N 0.5267 0.5116 -0.4623 0.05
C 0.4561 1.9268 0.0454 -0.35
N 0.6354 1.9100 1.4821 -0.18
N 0.7727 0.7846 1.9079 -0.16
C 0.7338 -0.2189 0.8829 0.22
C -0.2297 -1.3915 0.8986 -0.63
H -2.0623 -1.5816 -0.5532 0.45
H -1.2924 0.4724 -1.6841 0.47
H 1.0928 0.2243 -1.3705 0.47
H -0.5214 2.4867 -0.1609 0.29
H 1.2449 2.5633 -0.4516 0.36
H 1.8451 -0.6037 0.9437 0.31
H -0.8671 -1.3921 1.8551 0.32
H 0.2250 -2.4250 0.8968 0.32


Short version: run b, run a, most stable first.


Run a
18
Properties=species:S:1:pos:R:3:mulliken_charge:R:1 method="wB97M-V/def2-TZVPD" multiplicity=1
C -1.6496 -0.9298 0.8464 -1.25
C -0.2537 -0.6948 0.3850 -0.09
C -0.7333 0.7858 -0.9728 -1.28
C 0.7573 0.1166 1.1465 -0.56
C 1.7603 0.1929 -0.0147 -0.57
C 0.8233 -0.2231 -1.1613 -0.42
H -2.2814 -1.3748 0.0694 0.31
H -1.5584 -1.6825 1.6428 0.36
H -2.1862 -0.0539 1.2683 0.38
H -1.2154 0.4833 -1.9045 0.28
H -0.2040 1.7324 -1.0980 0.44
H -1.5165 0.9748 -0.2362 0.45
H 0.4545 1.1096 1.5358 0.23
H 1.1127 -0.4669 2.0071 0.35
H 2.5819 -0.5228 0.0930 0.27
H 2.1899 1.1891 -0.1727 0.29
H 0.8927 -1.2552 -1.5011 0.41
H 0.9867 0.3964 -2.0603 0.43


Run b
18
Properties=species:S:1:pos:R:3:mulliken_charge:R:1 method="wB97M-V/def2-TZVPD" multiplicity=1
C -1.9057 0.1114 -0.3137 -1.31
C -0.5760 -0.5569 -0.6500 0.10
C 0.2002 -0.7860 1.0800 -0.89
C 0.8076 0.6246 1.1184 -0.43
C 1.4902 0.4349 -0.2334 -0.50
C 0.4504 0.3474 -1.3311 -0.68
H -1.7389 1.0516 0.2241 0.28
H -2.4838 -0.5569 0.3295 0.37
H -2.5370 0.3564 -1.1815 0.37
H -0.7461 -1.4959 -1.1926 0.34
H 0.9792 -1.4160 1.6119 0.30
H -0.7203 -1.0758 1.5437 0.34
H 0.0513 1.4045 1.2330 0.20
H 1.5720 0.7910 1.8909 0.29
H 2.3385 1.1246 -0.4540 0.38
H 1.4127 -0.7948 -0.0323 0.27
H 0.0133 1.3165 -1.6023 0.33
H 0.9090 -0.0705 -2.2408 0.26


Short version: run b, run a, most stable first.


Run a
18
Properties=species:S:1:pos:R:3:mulliken_charge:R:1 method="wB97M-V/def2-TZVPD" multiplicity=1
C -0.7275 -2.1612 0.4760 -1.19
C -0.8510 -1.0453 -0.5600 -0.19
C 0.4367 -0.5890 -1.1734 -0.45
C 0.4632 0.8703 -1.3756 -0.48
C 1.1077 0.9427 0.0454 -0.18
C 0.2714 1.6456 1.1053 -1.18
H -0.0497 -2.9413 0.1175 0.33
H -0.3205 -1.7718 1.4179 0.29
H -1.7016 -2.6092 0.6994 0.38
H -1.5296 -0.2512 -0.1978 0.24
H -1.3319 -1.4496 -1.4688 0.29
H 1.3005 -0.1097 0.3624 0.17
H -0.4920 1.4166 -1.4043 0.28
H 1.1373 1.2338 -2.1555 0.29
H 2.1193 1.3457 -0.0361 0.47
H 0.1831 2.7175 0.9013 0.36
H 0.7276 1.5214 2.0930 0.33
H -0.7430 1.2346 1.1533 0.26


Run b
18
Properties=species:S:1:pos:R:3:mulliken_charge:R:1 method="wB97M-V/def2-TZVPD" multiplicity=1
C -1.9712 -1.3336 0.2595 -1.06
C -1.5646 0.1511 0.1779 -0.76
C -0.1505 0.4405 -0.2260 0.64
C 0.9478 -0.2454 0.4512 -0.21
C 2.2616 0.0822 0.1823 -0.60
C 0.0153 1.1214 -1.3778 -0.99
H -2.4249 -1.5329 -0.7159 0.30
H -2.6140 -1.7278 1.0386 0.30
H 3.4909 0.5048 1.9701 0.39
H -1.0807 -1.9654 0.1794 0.34
H -1.7701 0.6958 1.1118 0.34
H 0.6957 -0.9701 1.2140 0.39
H 2.2952 1.0292 -0.3572 0.31
H 2.9353 0.3486 1.3095 -0.61
H 2.9332 -0.6486 -0.2525 0.30
H 0.8923 1.5482 -1.8277 0.30
H -2.3134 0.6371 -0.4498 0.38
H -0.8569 1.1930 -2.0206 0.25


Run c
18
Properties=species:S:1:pos:R:3:mulliken_charge:R:1 method="wB97M-V/def2-TZVPD" multiplicity=1
C 0.3912 -1.3336 -0.8690 -0.44
C -0.8281 -0.5456 -1.3284 -0.53
C -1.1433 0.5815 -0.3313 -0.14
C -1.1919 0.2484 1.1343 -0.53
C -0.0433 1.0879 0.6038 -0.26
C 1.6269 0.6050 0.7701 -1.21
H 1.1990 -1.4079 -1.6023 0.37
H 0.8432 -0.6981 -0.0923 -0.38
H 0.1830 -2.3166 -0.4373 0.29
H -1.7258 -1.1685 -1.4058 0.29
H -0.6473 -0.0860 -2.3075 0.33
H -1.9186 1.2562 -0.7283 0.34
H -0.9046 -0.7744 1.3655 0.23
H -1.9938 0.6194 1.7822 0.28
H -0.0315 2.1634 0.8198 0.33
H 1.7340 0.6603 1.8458 0.32
H 2.1581 1.3936 0.2481 0.36
H 2.2927 -0.2848 0.5325 0.34


Short version: run c, run a, run b, most stable first.


Run a
18
Properties=species:S:1:pos:R:3:mulliken_charge:R:1 method="wB97M-V/def2-TZVPD" multiplicity=1
C -0.2321 -1.4452 1.0802 -0.74
C -1.4529 -0.9290 0.9665 -0.07
C -1.8162 0.5014 1.2740 -0.90
H -0.0314 -2.4887 0.8525 0.28
H 0.6193 -0.8429 1.3855 0.28
H -2.2658 -1.5773 0.6412 0.30
H -1.0554 1.2001 0.9146 0.21
H -1.9121 0.6572 2.3536 0.32
H -2.7685 0.7804 0.8119 0.30
C 2.4678 0.4418 -0.4482 -0.75
C 1.4343 -0.0275 -1.1353 0.07
C 0.1724 0.7376 -1.3918 -0.91
H 2.4270 1.4164 0.0378 0.24
H 3.3950 -0.1165 -0.3542 0.26
H 1.4942 -1.0216 -1.5826 0.30
H -0.7094 0.1315 -1.1640 0.22
H 0.1185 1.0361 -2.4439 0.34
H 0.1377 1.6456 -0.7801 0.23


Run b
18
Properties=species:S:1:pos:R:3:mulliken_charge:R:1 method="wB97M-V/def2-TZVPD" multiplicity=1
C -2.3760 0.2629 0.4041 -1.44
C -0.9956 0.2513 -0.4522 0.40
C 0.1956 1.0910 -0.0113 -0.84
C 1.1140 -0.0643 -0.4908 0.45
C 2.3438 -0.4124 0.3303 -1.49
C -0.1231 -0.9981 -0.4306 -0.82
H -2.1037 0.1362 1.4483 0.36
H -3.0424 -0.5632 0.1271 0.33
H -2.9776 1.1828 0.3446 0.34
H -1.5067 0.5069 -1.3866 0.27
H 0.2009 1.1563 1.0849 0.25
H 0.3389 2.0942 -0.4248 0.31
H 1.3952 0.1012 -1.5386 0.29
H 2.8283 -1.3226 -0.0436 0.35
H 3.0834 0.3970 0.2997 0.35
H 2.0764 -0.5819 1.3809 0.34
H -0.2514 -1.7673 -1.1997 0.31
H -0.1999 -1.4700 0.5584 0.26


Short version: run b, run a, most stable first.


Run a
16
Properties=species:S:1:pos:R:3:mulliken_charge:R:1 method="wB97M-V/def2-TZVPD" multiplicity=1
C -0.3950 1.2360 0.9151 -0.67
C 0.8015 0.2239 1.1269 -0.54
C -0.9436 -1.1398 -0.3864 -0.64
C -0.2780 -0.2578 -1.4543 -0.72
H -0.1121 2.2699 1.2749 0.34
H -1.3938 0.8956 1.1538 0.41
H 1.4708 0.2877 2.0770 0.38
H 1.5510 0.5428 0.2083 0.34
H -1.1062 -2.2154 -0.8095 0.36
H -1.9162 -0.8908 0.0855 0.40
H 0.8133 -0.4491 -1.7000 0.39
H -0.9420 -0.2058 -2.2884 0.43
O 1.2162 1.9556 -0.9940 -0.63
O 1.3286 -2.3309 0.6590 -0.62
S -0.2284 1.5284 -0.8690 0.39
S 0.1341 -1.4502 1.0010 0.36


Run b
16
Properties=species:S:1:pos:R:3:mulliken_charge:R:1 method="wB97M-V/def2-TZVPD" multiplicity=1
C 0.8061 2.0606 -0.1149 -0.35
C 0.1562 -0.3757 -1.8086 0.14
O 0.8731 0.3626 -2.4963 -0.53
O -1.0584 -0.0859 -1.6030 -0.72
C 1.6976 1.1700 0.3802 -0.19
S 0.8205 -2.2593 1.2911 -0.02
S -0.4568 -1.0230 2.1336 0.22
C -1.8479 -1.1157 0.9351 -0.40
H 0.1603 1.6980 -0.9181 0.29
H 0.4348 2.9538 0.3840 0.27
H 0.5441 -1.3437 -1.4267 0.32
H 2.7113 1.3093 0.7388 0.31
H 1.3292 0.1400 0.3896 -0.18
H -1.4392 -0.7143 -0.0146 0.18
H -2.0113 -2.1901 0.8303 0.33
H -2.7195 -0.5865 1.2997 0.34


Short version: run a, run b, most stable first.


Run a
12
Properties=species:S:1:pos:R:3:mulliken_charge:R:1 method="wB97M-V/def2-TZVPD" multiplicity=1
C -0.3088 0.8903 0.3537 -1.11
C 0.5164 -0.1699 -0.4259 -0.18
C -0.0912 -1.5453 -0.2173 -0.90
P 0.5382 -3.1528 -0.9386 0.26
O 1.8714 -2.8444 -1.4169 -0.40
H -0.5332 0.5938 1.3974 0.31
H 0.4392 1.6358 0.3726 0.34
H -1.3005 1.0850 -0.1317 0.33
H 1.5167 -0.2386 -0.0285 0.33
H 0.3844 0.0069 -1.5369 0.26
H 0.0805 -1.8478 0.8716 0.29
H -1.1147 -1.3759 -0.3782 0.47


Run b
12
Properties=species:S:1:pos:R:3:mulliken_charge:R:1 method="wB97M-V/def2-TZVPD" multiplicity=1
C -0.8503 1.5215 -1.1137 -0.64
C -0.1106 0.4330 -1.2361 -0.06
P -0.4136 -1.0307 -0.2607 0.45
C 0.6699 -1.2131 1.1203 -0.83
O -0.3522 -2.3951 -1.2775 -0.68
H -0.6605 2.3175 -1.6814 0.32
H -1.5682 1.5884 -0.3340 0.20
H 0.8205 0.4881 -1.8989 0.28
H -1.5518 -0.5504 0.4809 0.03
H 0.7811 -0.3178 1.7007 0.37
H 0.4151 -2.0744 1.7331 0.31
H 1.4661 -1.3477 0.5384 0.26


Short version: run a, run b, most stable first.